78
Properties=species:S:1:pos:R:3:mulliken_charge:R:1 method="wB97M-V/def2-TZVPD" charge=+4 homo_energy_ev="-19.26 / -19.26" lumo_energy_ev="-14.97 / -14.97" gap_ev="4.297 / 4.296"
Pt -0.239 0.425 0.151 2.35
C 4.630 -2.365 -1.236 -1.13
N 3.780 -1.733 -0.248 0.14
C 4.396 -1.691 1.055 -0.80
C 2.590 -1.161 -0.538 0.00
N 2.022 -0.202 0.208 0.41
C 2.688 0.691 0.997 0.27
C 3.920 1.226 0.570 -0.45
C 4.575 2.203 1.292 -1.17
C 4.019 2.689 2.461 -0.78
C 2.776 2.208 2.921 1.30
C 2.244 2.731 4.117 -0.64
C 1.050 2.257 4.620 -1.16
C 0.413 1.204 3.989 -0.61
C 0.909 0.631 2.803 0.44
N 0.222 -0.414 2.217 -0.23
C -0.282 -1.459 2.889 0.33
N 0.124 -1.790 4.147 0.12
C -0.799 -2.276 5.150 -1.23
C 1.450 -1.546 4.652 -0.59
N -1.209 -2.229 2.291 0.08
C -1.367 -3.644 2.554 -1.05
C -1.928 -1.744 1.143 -1.40
C 2.093 1.177 2.210 -0.74
N 1.879 -1.623 -1.605 0.09
C 0.944 -0.772 -2.281 -0.67
C 1.857 -3.020 -1.990 -1.26
H 5.612 -1.882 -1.211 0.41
H 4.243 -2.290 -2.247 0.38
H 4.807 -3.416 -0.988 0.41
H 4.776 -2.686 1.300 0.51
H 3.698 -1.380 1.828 0.04
H 5.260 -1.021 1.068 0.38
H 4.332 0.906 -0.376 0.69
H 5.512 2.602 0.934 0.54
H 4.530 3.450 3.032 0.59
H 2.795 3.496 4.639 0.59
H 0.622 2.694 5.509 0.57
H -0.513 0.821 4.391 0.68
H -1.831 -2.227 4.816 0.39
H -0.691 -1.663 6.049 0.43
H -0.571 -3.301 5.455 0.43
H 2.133 -1.256 3.860 -0.03
H 1.823 -2.462 5.120 0.49
H 1.449 -0.775 5.428 0.33
H -0.706 -3.988 3.339 0.40
H -1.132 -4.209 1.650 0.40
H -2.397 -3.879 2.826 0.39
H -2.337 -0.750 1.341 0.37
H -2.753 -2.418 0.925 0.50
H -1.286 -1.706 0.238 0.33
H 1.446 0.064 -2.772 0.35
H 0.178 -0.318 -1.568 0.10
H 0.404 -1.353 -3.026 0.40
H 2.417 -3.635 -1.294 0.41
H 2.255 -3.165 -2.997 0.44
H 0.824 -3.376 -2.005 0.42
C -4.506 1.511 0.488 -0.96
S -3.465 1.592 -1.012 0.53
C -4.475 0.586 -2.123 -1.03
O -2.311 0.630 -0.690 -0.78
H -5.380 2.130 0.315 0.48
H -3.956 1.911 1.334 0.29
H -4.816 0.492 0.692 0.36
H -5.467 1.021 -2.172 0.47
H -4.525 -0.436 -1.762 0.34
H -4.031 0.602 -3.114 0.39
Br -2.480 5.823 1.150 -0.06
C -1.009 4.837 0.443 -0.69
C 0.085 5.473 -0.142 -0.14
C 1.083 4.682 -0.690 -1.04
C 0.974 3.298 -0.620 -0.17
N -0.054 2.699 -0.020 0.10
C -1.025 3.442 0.494 -0.37
H 0.150 6.553 -0.173 0.54
H 1.930 5.135 -1.188 0.52
H 1.736 2.667 -1.058 0.51
H -1.858 2.936 0.960 0.76



17
Properties=species:S:1:pos:R:3:mulliken_charge:R:1 method="wB97M-V/def2-TZVPD" relative_energy_kj_mol=134.90 homo_energy_ev=-9.09 lumo_energy_ev=0.84 gap_ev=9.928
C -1.216 -0.508 0.600 0.20
C -1.690 0.938 0.508 -0.78
C -0.910 1.136 -0.767 -0.74
C -0.149 -0.228 -0.436 -0.43
C 2.126 -1.027 -0.158 0.18
H -0.939 -0.858 1.604 0.34
H -1.230 1.444 1.353 0.22
H -2.765 1.086 0.563 0.39
H -0.318 2.037 -0.983 0.35
H -1.560 0.947 -1.651 0.22
H -0.181 -0.987 -1.203 0.52
H 1.455 0.724 0.616 0.23
H 1.714 -1.927 -0.677 0.28
H 3.503 -0.073 0.553 0.20
N 1.153 -0.093 0.147 -0.29
N 3.366 -0.971 0.055 -0.67
Cl -2.358 -1.641 -0.125 -0.22



8
Properties=species:S:1:pos:R:3:mulliken_charge:R:1 method="wB97M-V/def2-TZVPD" relative_energy_kj_mol=190.65 charge=-2 homo_energy_ev=0.81 lumo_energy_ev=7.15 gap_ev=6.334
O 1.393 -1.521 -1.043 -0.54
O -2.277 0.375 0.161 -0.71
O 0.035 -2.069 1.055 -0.60
O -0.746 1.295 -1.577 -0.67
P 0.487 -1.094 0.047 0.16
P -0.859 0.679 -0.262 0.67
H 2.189 0.839 1.066 -0.24
H -0.222 1.497 0.553 -0.07



17
Properties=species:S:1:pos:R:3:mulliken_charge:R:1 method="wB97M-V/def2-TZVPD" multiplicity=3 relative_energy_kj_mol=200.86 homo_energy_ev="-5.51 / -9.44" lumo_energy_ev="0.61 / -2.41" gap_ev="6.119 / 7.029"
C 0.364 -0.912 0.707 -0.96
C 0.756 0.323 0.383 1.01
C -1.345 1.682 0.522 0.85
C -0.294 1.212 -0.074 -1.08
C -1.011 -1.163 0.245 0.73
C 2.066 1.005 0.581 -1.24
C -1.021 -1.635 -1.236 -1.00
O -2.403 2.006 0.854 -0.37
O -2.048 -1.108 0.878 -0.57
H 0.772 -1.578 1.438 0.40
H -0.025 1.851 -0.888 0.34
H 2.428 1.097 -0.558 0.27
H 2.818 0.267 0.944 0.32
H 2.230 2.003 1.027 0.30
H -1.700 -0.815 -1.607 0.29
H -1.453 -2.558 -1.275 0.41
H -0.133 -1.677 -1.942 0.28



15
Properties=species:S:1:pos:R:3:mulliken_charge:R:1 method="wB97M-V/def2-TZVPD" relative_energy_kj_mol=329.53 homo_energy_ev=-8.16 lumo_energy_ev=0.47 gap_ev=8.623
C 1.341 -1.418 0.714 -0.83
C -1.139 1.017 0.239 -0.20
C -0.051 1.875 0.304 -0.60
C 1.156 1.072 0.187 0.55
H 0.775 -1.681 1.731 0.24
H 1.299 -2.350 0.136 0.24
H 2.413 -1.079 0.968 0.35
H -0.958 -0.992 -2.125 0.18
H -2.183 1.272 0.399 0.40
H -0.076 2.904 0.617 0.35
H 2.606 2.167 0.513 0.21
N 0.626 -0.276 0.049 0.10
N -0.789 -0.283 0.119 -0.04
N 2.454 1.208 0.312 -0.76
S -1.735 -1.253 -0.891 -0.21



63
Properties=species:S:1:pos:R:3:mulliken_charge:R:1 method="wB97M-V/def2-TZVPD" relative_energy_kj_mol=0.00 charge=-2 homo_energy_ev=-2.74 lumo_energy_ev=3.37 gap_ev=6.109
Zn 0.206 14.416 14.606 2.91
C -3.588 11.911 14.520 0.51
F -4.864 11.695 14.361 -0.25
F -3.214 11.590 15.723 -0.22
F -2.964 11.200 13.573 -0.24
S -3.100 13.705 14.105 1.08
O -3.228 13.836 12.657 -0.63
O -3.983 14.554 14.871 -0.77
O -1.692 13.783 14.504 -0.64
C 1.254 12.267 10.670 0.46
F 0.477 11.227 10.787 -0.24
F 2.354 12.100 11.397 -0.21
F 1.753 12.420 9.392 -0.26
S 0.263 13.852 11.172 0.97
O 0.921 14.967 10.507 -0.66
O -1.108 13.635 10.664 -0.69
O 0.348 13.971 12.623 -0.77
C 4.533 14.636 13.156 0.60
F 4.341 13.964 12.008 -0.23
F 4.553 13.675 14.110 -0.22
F 5.714 15.261 13.056 -0.24
S 3.185 15.987 13.519 0.98
O 2.082 15.242 14.208 -0.70
O 3.767 17.027 14.366 -0.75
O 2.696 16.590 12.243 -0.57
C -1.890 18.448 13.814 0.47
F -1.203 18.766 14.915 -0.22
F -3.079 17.947 14.234 -0.24
F -2.132 19.500 13.051 -0.22
S -1.019 17.058 12.765 1.20
O 0.065 17.590 11.943 -0.64
O -0.515 16.218 13.846 -0.57
O -2.035 16.388 11.955 -0.66
C 2.562 13.912 18.922 -0.90
S 2.783 14.082 17.097 0.23
O 1.476 13.798 16.414 -0.37
C 2.755 15.936 17.132 -0.94
H 1.495 14.034 19.121 0.08
H 3.087 14.564 19.619 0.38
H 2.679 12.856 19.172 0.36
H 2.162 16.235 18.001 0.32
H 2.208 16.475 16.361 0.23
H 3.751 16.252 17.444 0.45
C 1.755 10.495 15.916 -0.88
S 0.215 11.084 15.103 0.23
O 0.566 12.494 14.690 -0.25
C 0.404 10.190 13.508 -1.07
H 2.621 10.750 15.302 0.26
H 1.745 9.405 15.946 0.43
H 1.922 11.008 16.861 0.11
H 0.383 9.099 13.540 0.56
H 1.334 10.396 12.975 0.29
H -0.316 10.486 12.746 0.26
C -0.956 17.438 17.552 -1.24
S -1.773 15.858 17.018 0.43
O -0.635 15.082 16.351 -0.45
C -1.922 15.193 18.765 -0.97
H -0.412 17.325 18.490 0.37
H -1.803 18.043 17.890 0.48
H -0.478 18.115 16.848 0.38
H -2.404 15.915 19.424 0.43
H -0.924 15.005 19.161 0.10
H -2.528 14.289 18.797 0.32



85
Properties=species:S:1:pos:R:3:mulliken_charge:R:1 method="wB97M-V/def2-TZVPD" relative_energy_kj_mol=31.22 homo_energy_ev=-8.75 lumo_energy_ev=0.61 gap_ev=9.362
C -1.017 -1.924 0.828 -0.39
O -1.135 -1.166 -0.374 -0.40
C 0.028 -0.387 -0.573 -0.25
C 0.088 0.196 -1.977 0.62
O -0.562 -0.621 -2.944 -0.33
C 0.174 -0.727 -4.150 -0.78
C 1.098 -1.934 -4.093 -0.20
C 2.124 -2.004 -5.234 -0.99
C 3.541 -1.695 -4.772 -0.92
C 3.916 -0.203 -4.827 -0.35
C 4.650 0.168 -3.569 -0.81
O 4.851 1.596 -3.469 -0.37
C 4.242 2.071 -2.318 0.57
C 2.821 2.473 -2.549 0.41
O 4.848 2.125 -1.251 -0.59
H -1.995 -2.166 1.218 0.04
H -0.496 -1.307 1.560 0.06
H -0.391 -2.796 0.646 0.30
H 0.902 -1.023 -0.428 0.30
H 0.047 0.440 0.136 -0.07
H 1.143 0.259 -2.234 -0.44
H -0.348 1.193 -2.006 0.36
H 0.718 0.194 -4.365 0.33
H -0.553 -0.885 -4.942 0.36
H 0.462 -2.811 -4.144 0.41
H 1.588 -1.985 -3.125 0.14
H 1.828 -1.393 -6.083 0.43
H 2.117 -3.025 -5.605 0.39
H 4.240 -2.259 -5.380 0.44
H 3.675 -2.052 -3.755 0.49
H 3.061 0.447 -4.975 0.31
H 4.605 -0.057 -5.653 0.35
H 5.638 -0.275 -3.536 0.35
H 4.097 -0.177 -2.696 0.43
H 2.356 1.694 -3.151 -0.45
H 2.850 3.359 -3.181 0.42
H 2.249 2.635 -1.636 -0.13
C 2.707 1.544 1.532 -0.41
C 1.458 2.317 1.207 0.83
O 1.190 2.695 0.069 -0.76
N 0.609 2.584 2.229 0.03
C 0.762 2.217 3.620 -0.99
H 3.289 1.412 0.627 -0.12
H 3.315 2.090 2.257 0.46
H 2.439 0.562 1.932 -0.16
H -0.223 3.093 1.960 0.19
H -0.081 1.594 3.931 0.24
H 0.772 3.114 4.245 0.32
H 1.684 1.668 3.779 0.37
C 3.433 -2.580 3.980 -1.59
C 2.187 -1.806 3.623 0.89
O 1.966 -1.423 2.484 -0.63
N 1.303 -1.543 4.620 -0.07
C 1.390 -1.910 6.021 -0.97
H 4.029 -2.705 3.082 0.32
H 4.024 -2.039 4.721 0.41
H 3.176 -3.564 4.372 0.40
H 0.494 -1.027 4.312 0.20
H 0.536 -2.532 6.295 0.31
H 1.376 -1.012 6.642 0.28
H 2.302 -2.460 6.222 0.37
C -3.850 2.841 -0.642 -1.39
C -2.962 3.441 0.419 0.82
O -2.086 2.786 0.964 -0.59
N -3.165 4.742 0.749 -0.15
C -4.147 5.663 0.208 -0.90
H -3.559 1.805 -0.789 0.23
H -4.895 2.874 -0.332 0.43
H -3.736 3.375 -1.586 0.37
H -2.537 5.081 1.460 0.22
H -3.643 6.520 -0.243 0.29
H -4.797 6.025 1.007 0.29
H -4.756 5.179 -0.546 0.34
C -6.047 -3.578 3.059 -1.33
C -4.779 -3.491 2.241 0.88
O -3.711 -3.913 2.655 -0.65
N -4.865 -2.916 1.013 -0.07
C -6.032 -2.359 0.356 -0.85
H -5.813 -4.056 4.005 0.29
H -6.447 -2.583 3.257 0.35
H -6.799 -4.173 2.540 0.37
H -3.985 -2.891 0.520 0.18
H -6.215 -2.884 -0.583 0.30
H -5.863 -1.305 0.132 0.25
H -6.911 -2.448 0.985 0.33



7
Properties=species:S:1:pos:R:3:mulliken_charge:R:1 method="wB97M-V/def2-TZVPD" relative_energy_kj_mol=154.44 homo_energy_ev=-9.43 lumo_energy_ev=-0.67 gap_ev=8.759
C 0.775 0.872 0.662 0.30
C 0.017 -0.819 -0.308 0.14
O -0.043 1.684 0.916 -0.35
F -0.629 -0.506 -1.418 -0.18
F -0.975 -1.063 0.653 -0.22
I 2.759 0.602 0.888 0.19
I 1.148 -2.562 -0.658 0.13



69
Properties=species:S:1:pos:R:3:mulliken_charge:R:1 method="wB97M-V/def2-TZVPD" multiplicity=3 relative_energy_kj_mol=29.82 homo_energy_ev="-4.86 / -6.99" lumo_energy_ev="0.29 / 0.28" gap_ev="5.154 / 7.272"
Ti 0.046 -0.877 0.209 0.37
N 1.934 -1.910 1.068 -0.52
C 1.582 -3.046 1.974 -0.86
C 0.136 -2.978 2.445 -0.31
N -0.747 -2.656 1.313 -0.33
H 2.358 -2.319 0.232 0.20
H 2.653 -1.340 1.496 0.33
H 2.238 -3.048 2.847 0.50
H 1.757 -3.971 1.428 0.39
H 0.006 -2.200 3.197 0.16
H -0.120 -3.938 2.901 0.48
H -1.683 -2.444 1.646 0.27
H -0.806 -3.466 0.695 0.32
C 1.278 0.284 3.138 -1.14
C -0.222 0.326 3.068 0.07
C -0.924 0.658 4.211 -0.52
C -2.303 0.761 4.212 -1.65
C -2.981 0.604 2.973 1.15
C -4.366 0.806 2.856 -0.80
C -5.001 0.685 1.636 -0.72
C -4.268 0.363 0.502 -0.69
C -2.894 0.150 0.581 1.43
S -1.975 -0.229 -0.875 -0.64
C -2.230 0.259 1.818 -1.50
N -0.845 0.041 1.867 1.68
H 1.634 0.986 3.893 0.49
H 1.747 0.564 2.193 -0.19
H 1.670 -0.701 3.413 0.25
H -0.357 0.846 5.116 0.51
H -2.858 1.011 5.106 0.35
H -4.925 1.068 3.746 0.39
H -6.069 0.847 1.559 0.37
H -4.754 0.275 -0.461 0.46
C 2.850 0.042 -3.028 -1.50
P 1.126 0.130 -2.414 1.34
C 0.240 -0.737 -3.750 -1.15
C 0.679 1.879 -2.686 0.21
C 0.516 2.428 -3.956 -0.83
C 0.079 3.732 -4.117 -0.87
C -0.207 4.503 -2.999 -0.73
C -0.026 3.978 -1.730 -0.74
C 0.427 2.671 -1.560 0.31
P 0.788 1.965 0.086 1.58
C -0.123 3.047 1.231 -1.72
C 2.513 2.568 0.296 -1.47
H 2.927 0.374 -4.065 0.41
H 3.198 -0.990 -2.958 0.40
H 3.503 0.666 -2.417 0.35
H 0.312 -0.222 -4.708 0.56
H -0.808 -0.860 -3.478 0.19
H 0.685 -1.724 -3.859 0.10
H 0.719 1.830 -4.836 0.32
H -0.048 4.142 -5.110 0.40
H -0.569 5.516 -3.116 0.41
H -0.249 4.595 -0.871 0.29
H 0.179 4.092 1.148 0.66
H 0.054 2.708 2.251 0.32
H -1.194 2.955 1.041 0.47
H 2.610 3.622 0.033 0.47
H 3.187 1.987 -0.336 0.26
H 2.826 2.437 1.333 0.44
C 0.410 -4.373 -3.013 -1.15
S 0.869 -3.853 -1.387 1.40
O 0.236 -4.773 -0.457 -0.77
O 2.319 -3.806 -1.322 -0.79
O 0.298 -2.483 -1.256 -0.54
H 0.489 -5.457 -3.042 0.42
H 1.089 -3.934 -3.739 0.34
H -0.616 -4.069 -3.208 0.31



12
Properties=species:S:1:pos:R:3:mulliken_charge:R:1 method="wB97M-V/def2-TZVPD" relative_energy_kj_mol=171.14 homo_energy_ev=-10.07 lumo_energy_ev=0.88 gap_ev=10.948
C 0.008 -1.141 -0.772 -1.30
C 0.259 0.198 -0.129 1.26
O 0.181 1.364 -0.943 -0.44
C 1.320 0.283 0.925 -0.29
C -0.803 1.199 0.058 -0.65
O 1.700 -0.665 1.567 -0.48
H -0.490 -1.814 -0.069 0.27
H -0.621 -1.016 -1.658 0.42
H 0.949 -1.610 -1.075 0.31
H 1.694 1.315 1.096 0.36
H -1.810 0.953 -0.275 0.26
H -0.739 1.903 0.889 0.28



37
Properties=species:S:1:pos:R:3:mulliken_charge:R:1 method="wB97M-V/def2-TZVPD" multiplicity=5 relative_energy_kj_mol=81.29 homo_energy_ev="-7.83 / -7.86" lumo_energy_ev="-0.81 / -2.90" gap_ev="7.026 / 4.958"
Pd -0.537 -0.498 0.170 0.34
C 2.523 -1.814 3.403 -1.05
C 3.065 -1.907 2.012 0.81
N 4.151 -2.592 1.783 -0.67
C 4.646 -2.678 0.536 -0.96
C 4.063 -2.067 -0.546 0.79
C 4.663 -2.283 -1.911 -0.82
O 5.064 -1.043 -2.498 -0.53
C 2.864 -1.340 -0.351 -0.05
C 2.218 -0.769 -1.509 -0.59
N 0.962 -0.536 -1.658 0.07
C 0.479 -0.180 -2.926 0.38
C 1.062 -0.698 -4.091 0.03
C 0.583 -0.373 -5.346 -0.83
C -0.514 0.464 -5.483 -0.55
C -1.134 0.959 -4.348 -0.58
C -0.642 0.631 -3.097 -0.01
I -1.660 1.428 -1.410 0.13
C 2.345 -1.220 0.965 0.49
O 1.334 -0.501 1.294 -1.05
H 3.179 -2.340 4.092 0.37
H 1.521 -2.249 3.441 0.17
H 2.429 -0.768 3.700 0.27
H 5.544 -3.274 0.426 0.34
H 3.932 -2.786 -2.558 0.26
H 5.523 -2.947 -1.805 0.46
H 5.794 -1.197 -3.102 0.32
H 2.887 -0.562 -2.345 1.15
H 1.889 -1.390 -3.995 0.47
H 1.060 -0.793 -6.222 0.39
H -0.896 0.716 -6.463 0.38
H -2.011 1.586 -4.432 0.38
S -3.933 -1.354 0.662 -0.29
Sb -2.022 -2.047 1.740 0.53
S -0.792 -2.853 -0.127 -0.43
S -1.055 0.854 2.407 -0.01
S -2.674 1.846 2.160 -0.08



20
Properties=species:S:1:pos:R:3:mulliken_charge:R:1 method="wB97M-V/def2-TZVPD" relative_energy_kj_mol=395.74 charge=+1 homo_energy_ev=-13.18 lumo_energy_ev=-5.80 gap_ev=7.380
C -0.981 -1.681 -0.707 -0.47
C -4.050 -0.647 1.090 -0.25
C 0.187 0.816 1.081 -1.30
C 1.736 0.795 -0.909 -1.44
C 0.753 -0.016 -0.075 0.39
N -2.178 -1.809 0.120 -0.30
N -3.009 -1.126 0.601 0.37
N -0.311 -0.492 -0.950 -0.20
I -5.507 0.265 -0.139 0.27
H -0.300 -2.429 -0.280 0.35
H -1.378 -2.116 -1.641 0.37
H -4.203 -0.573 2.155 0.44
H -0.292 1.718 0.706 0.34
H -0.535 0.245 1.663 0.31
H 0.996 1.107 1.744 0.41
H 1.236 1.639 -1.379 0.36
H 2.176 0.177 -1.685 0.37
H 2.530 1.177 -0.277 0.40
H 1.255 -0.901 0.331 0.30
H -0.849 0.263 -1.361 0.29



16
Properties=species:S:1:pos:R:3:mulliken_charge:R:1 method="wB97M-V/def2-TZVPD" relative_energy_kj_mol=431.65 homo_energy_ev=-8.18 lumo_energy_ev=0.77 gap_ev=8.951
C -0.802 -1.284 1.320 -1.30
C -0.756 -0.165 0.310 0.04
C -0.772 -0.419 -1.158 -0.80
C 0.529 0.016 -0.536 -0.04
C 1.160 1.395 -0.801 -0.49
C 0.787 1.815 0.565 -0.47
H -0.315 -2.193 0.947 0.30
H -1.839 -1.534 1.568 0.34
H -0.297 -0.986 2.247 0.31
H -0.823 -1.451 -1.498 0.26
H -1.291 0.294 -1.794 0.25
H 1.262 -0.772 -0.378 0.38
H 2.221 1.259 -1.046 0.29
H 0.654 1.937 -1.605 0.27
H -1.252 0.744 0.623 0.53
H 1.534 1.343 1.238 0.14



9
Properties=species:S:1:pos:R:3:mulliken_charge:R:1 method="wB97M-V/def2-TZVPD" relative_energy_kj_mol=67.29 homo_energy_ev=-8.48 lumo_energy_ev=0.25 gap_ev=8.731
C 1.093 -1.021 0.590 -1.06
H 0.172 -1.312 0.108 0.21
H 1.084 -1.042 1.673 0.29
H 1.866 -1.778 0.378 0.30
H 1.454 -0.144 0.067 0.30
S -0.766 1.325 0.400 -0.17
S -1.992 0.306 -0.955 -0.17
H -0.784 2.478 -0.324 0.16
H -2.128 1.188 -1.938 0.14